The following is a DFT calculation (the ωB97M-V functional and the def2-TZVPD basis) of a cluster of 3 separate species, CH8NO3 in total at a distorted geometry.

```
13
Properties=species:S:1:pos:R:3:nbo_charge:R:1
N 0.198 -1.553 -1.572 -0.89
C -0.528 -0.412 -1.013 0.12
O -0.412 -0.162 0.326 -0.93
H 0.483 -2.293 -0.919 0.35
H 1.032 -1.137 -1.906 0.33
H -1.480 -0.729 -1.301 0.10
H -0.229 0.432 -1.613 0.09
H -0.921 1.172 0.609 0.50
H -1.490 2.494 -0.066 0.44
O -1.321 2.059 0.725 -1.03
H 0.982 -0.486 1.077 0.51
H 1.695 0.695 1.570 0.45
O 1.946 -0.248 1.403 -1.04
```

Output
energy relative to the best compared isomer or geometry (same formula, charge and spin): 17.1 kcal/mol
LUMO level: 4.41 eV
energy: -8799.7295 eV
charge: -1

***

The following is a DFT calculation (the ωB97M-V functional and the def2-TZVPD basis) of a structure of composition H6O3 at a distorted geometry.

```
9
Properties=species:S:1:pos:R:3:nbo_charge:R:1
O -8.331 -10.740 -29.115 -1.00
H -8.137 -10.103 -29.802 0.44
H -7.623 -10.632 -28.480 0.44
O -8.163 -9.830 -32.979 -0.92
H -8.853 -10.301 -33.445 0.50
H -8.469 -8.923 -32.950 0.47
O -8.071 -9.321 -30.645 -0.90
H -8.300 -8.433 -30.917 0.47
H -7.816 -9.762 -31.455 0.50
```

Output
energy relative to the best compared isomer or geometry (same formula, charge and spin): 51.6 kcal/mol
LUMO level: 0.14 eV
energy: -6238.0164 eV

***

The following is a DFT calculation (the ωB97M-V functional and the def2-TZVPD basis) of an isolated molecule of C7H9N2O3P at a distorted geometry.

```
22
Properties=species:S:1:pos:R:3:nbo_charge:R:1
C 2.950 -0.203 -0.122 -0.17
C 2.040 -0.769 -0.944 -0.20
C 2.452 0.515 0.960 -0.22
C 0.728 -0.846 -0.579 0.11
C 1.135 0.626 1.197 -0.15
C 0.238 -0.211 0.555 -0.45
C -1.991 2.009 0.139 -0.30
N 0.042 -1.298 -1.614 -0.45
N -2.061 -1.670 -0.479 -0.37
O -2.206 -2.936 -0.329 -0.31
O -2.308 -0.435 1.957 -1.04
O -2.087 0.702 -0.328 -0.81
P -1.564 -0.381 0.675 2.17
H 4.034 -0.340 -0.314 0.22
H 2.384 -1.436 -1.725 0.21
H 3.211 0.999 1.485 0.22
H 0.664 -1.879 -2.139 0.33
H 0.771 1.213 2.037 0.23
H -0.944 2.561 -0.049 0.20
H -2.488 2.167 1.146 0.22
H -2.639 2.528 -0.564 0.21
H -2.361 -0.917 -0.966 0.37
```

Output
energy relative to the best compared isomer or geometry (same formula, charge and spin): 184.9 kcal/mol
LUMO level (alpha / beta): 0.19 / -1.61 eV
energy: -25811.1016 eV

***

The following is a DFT calculation (the ωB97M-V functional and the def2-TZVPD basis) of an isolated molecule of C11H14N2O4 at a distorted geometry.

```
31
Properties=species:S:1:pos:R:3:nbo_charge:R:1
N -3.158 4.098 -0.562 -0.82
C -3.146 2.671 -0.892 -0.32
C -1.808 1.879 -0.528 0.67
O -0.896 2.511 0.057 -0.62
N -1.755 0.621 -0.999 -0.61
C -0.474 0.082 -1.223 -0.17
C -0.146 -1.252 -0.423 -0.44
C 0.900 -1.424 0.722 -0.03
C 2.199 -2.031 0.418 -0.20
C 3.138 -2.311 1.420 -0.29
C 2.733 -2.301 2.738 0.28
O 3.720 -2.552 3.708 -0.66
C 1.578 -1.618 3.156 -0.25
C 0.612 -1.312 2.106 -0.19
C -0.177 -0.106 -2.668 0.77
O 0.230 -1.109 -3.246 -0.57
O -0.049 1.050 -3.261 -0.69
H -2.575 4.334 0.344 0.38
H -2.519 4.617 -1.219 0.35
H -3.531 2.526 -1.925 0.21
H -3.853 2.245 -0.211 0.21
H -2.485 0.433 -1.637 0.40
H 0.273 0.969 -0.981 0.29
H 0.331 -1.966 -1.124 0.26
H -1.107 -1.456 0.029 0.22
H 2.444 -2.531 -0.563 0.22
H 4.221 -2.449 1.204 0.21
H 4.438 -2.779 3.227 0.46
H 1.376 -1.179 4.228 0.25
H -0.334 -0.820 2.272 0.21
H -0.180 1.160 -4.167 0.51
```

Output
SMILES string: NCC(=O)N[C@@H](Cc1ccc(O)cc1)C(=O)O
energy relative to the best compared isomer or geometry (same formula, charge and spin): 74.5 kcal/mol
LUMO level: 0.31 eV
energy: -22801.9990 eV

***

> energy of number 1 (CH8NO3)?

-8799.7295 eV

***

> What is the energy relative to the best compared isomer or geometry (same formula, charge and spin) in the fourth record?

74.5 kcal/mol